Entry from the OMol25 dataset: a structure of composition C23H51NO3P2Zr in a non-equilibrium geometry (ωB97M-V with the def2-TZVPD basis set).

Geometry as XYZ:
```
81
Properties=species:S:1:pos:R:3
Zr -0.22 -0.28 -0.10
C 0.97 -2.17 -0.14
O 1.51 -3.18 0.13
C 1.24 1.24 -0.01
O 2.10 2.02 0.20
P 1.19 -0.52 -2.46
C 0.60 0.79 -3.65
H 1.29 0.74 -4.51
C 3.01 -0.19 -2.38
H 3.10 0.63 -1.64
C 0.95 -2.00 -3.60
H -0.15 -2.03 -3.73
C -3.24 -0.02 2.31
P -1.89 1.07 1.64
H -3.39 2.98 1.66
H -3.81 -0.29 1.41
C -1.25 2.05 3.08
H -2.17 2.51 3.50
C 3.72 -1.41 -1.77
H 4.77 -1.15 -1.58
H 3.71 -2.27 -2.47
H 3.28 -1.74 -0.82
C 3.69 0.24 -3.69
H 3.83 -0.61 -4.36
H 4.69 0.65 -3.45
H 3.15 1.04 -4.20
C 1.62 -1.89 -4.98
H 1.55 -0.89 -5.41
H 1.08 -2.55 -5.68
H 2.67 -2.20 -4.94
C 1.29 -3.36 -3.00
H 0.91 -4.12 -3.70
H 0.79 -3.55 -2.05
H 2.37 -3.53 -2.90
C -0.80 0.36 -4.13
H -0.69 -0.35 -4.99
H -1.36 1.27 -4.44
H -1.38 -0.19 -3.34
C 0.76 2.20 -3.06
H 0.13 2.35 -2.17
H 0.41 2.92 -3.82
H 1.80 2.43 -2.79
C -4.19 0.71 3.28
H -4.53 1.69 2.90
H -3.72 0.88 4.27
H -5.10 0.09 3.42
C -2.72 -1.36 2.87
H -2.07 -1.23 3.74
C -1.91 3.25 0.05
H -2.19 -1.99 2.14
H -3.58 -1.96 3.21
C -3.97 1.77 -0.10
H -1.26 2.62 -0.58
H -2.45 3.95 -0.60
H -1.18 3.85 0.61
C -2.90 2.40 0.84
H -4.32 2.49 -0.85
H -4.86 1.41 0.44
H -3.61 0.90 -0.69
C -0.27 3.17 2.68
H 0.52 2.81 1.99
H 0.24 3.57 3.57
H -0.78 4.04 2.23
C -0.55 1.16 4.12
H 0.27 0.60 3.65
H -1.24 0.45 4.61
H -0.12 1.85 4.87
H -2.12 0.70 -2.09
H -1.92 1.36 -1.77
C 2.52 -1.18 3.73
N 1.44 -2.13 3.52
C 1.27 -3.33 4.34
C 0.71 -2.02 2.43
O 0.66 -0.91 1.78
H 3.05 -1.51 4.62
H 2.10 -0.19 3.92
H 3.23 -1.18 2.89
H 0.28 -3.30 4.84
H 1.39 -4.27 3.76
H 2.03 -3.29 5.12
H 0.03 -2.86 2.24
```

Computed properties:
* spin multiplicity: 1
* total energy: -52122.9739 eV
* charge: +4


Entry from the OMol25 dataset: the molecule C16H14N4O3S2 in a non-equilibrium geometry (ωB97M-V with the def2-TZVPD basis set).

Geometry as XYZ:
```
39
Properties=species:S:1:pos:R:3
C -5.36 -1.33 -0.21
O -4.09 -1.95 -0.13
C -2.95 -1.22 -0.08
C -1.79 -1.99 -0.09
C -0.53 -1.41 -0.03
C 0.64 -2.25 -0.02
N 0.65 -3.57 -0.02
N 1.91 -4.03 0.00
C 2.68 -2.98 0.01
S 4.36 -2.59 0.04
C 3.87 -0.87 0.02
C 4.84 0.17 0.03
C 6.21 0.04 0.06
C 6.87 1.28 0.06
C 6.00 2.33 0.04
S 4.36 1.83 0.01
N 2.60 -0.67 0.01
N 1.94 -1.82 0.00
C -0.41 -0.02 -0.01
C -1.55 0.76 -0.01
O -1.39 2.13 0.03
C -1.90 2.84 -1.08
C -2.83 0.18 -0.01
O -3.96 0.99 0.06
C -4.11 1.70 1.27
H -5.62 -0.83 0.73
H -5.41 -0.61 -1.03
H -6.06 -2.15 -0.38
H -1.88 -3.07 -0.12
H 6.71 -0.91 0.07
H 7.94 1.39 0.07
H 6.23 3.38 0.03
H 0.55 0.47 0.01
H -2.97 2.68 -1.22
H -1.71 3.89 -0.87
H -1.37 2.56 -2.00
H -4.25 1.01 2.11
H -3.24 2.34 1.48
H -5.00 2.31 1.15
```

Computed properties:
* spin multiplicity: 1
* SMILES string: COc1cc(-c2nnc3sc(-c4cccs4)nn23)cc(OC)c1OC
* energy above the lowest of the compared OMol25 structures with the same formula, charge and spin: 292.2 kJ/mol